C6H9N3O4 | wB97M-V/def2-TZVPD

```
! RIJCOSX wB97M-V def2-TZVPD def2/J DEFGRID3
* xyz 0 1
C 1.043 -1.163 0.936
C 0.553 -0.030 0.112
C 1.071 -0.260 -1.312
C 1.151 1.408 0.430
C -0.959 0.013 0.175
C -1.588 0.460 1.438
N -1.998 0.800 2.480
N -1.791 -1.260 -0.076
O -2.824 -1.363 0.535
O -1.356 -2.077 -0.816
N -1.546 1.061 -0.943
O -1.869 0.578 -2.010
O -1.526 2.181 -0.526
H 1.081 -0.965 2.021
H 0.458 -2.107 0.714
H 2.088 -1.323 0.693
H 0.737 0.537 -2.073
H 2.214 -0.206 -1.497
H 1.037 -1.323 -1.781
H 1.309 1.585 1.512
H 2.121 1.232 0.044
H 0.593 2.219 -0.055
*
```

Computed properties:
ΔE to the lowest compared entry with this formula, charge and spin   131.05 kcal per mole
SMILES   CC(C)(C)C(C#N)([N+](=O)[O-])[N+](=O)[O-]
HOMO level   -11.593 eV

natural (NBO) population analysis, charges in e, atoms 1 to 5:
1. C -0.62
2. C -0.12
3. C -0.65
4. C -0.60
5. C 0.07